ORCA calculation (wB97M-V/def2-TZVPD) on the molecule C4H4O3.

Structure (XYZ):
```
11
Properties=species:S:1:pos:R:3:lowdin_charge:R:1
O -0.02 0.67 -1.39 0.026
O 0.11 -2.02 -1.00 0.107
O -1.52 0.23 1.89 0.082
C 1.05 0.74 -0.49 -0.072
C -0.21 0.16 -0.07 -0.355
C -1.39 0.58 0.74 -0.151
C 0.23 -1.31 -0.04 -0.226
H 0.64 -1.61 0.95 0.153
H -2.16 1.14 0.19 0.142
H 1.56 1.70 -0.35 0.135
H 1.69 -0.29 -0.44 0.160
```

Output
* ΔE to the lowest compared entry with this formula, charge and spin: 83.72 kcal per mole
* charge: 0
* SMILES: O=CC1(C=O)CO1
* LUMO level: 0.19 eV